[1]
Density functional theory data (ωB97M-V with the def2-TZVPD basis set) for 2 unconnected molecules or ions with the total composition C4H11N2O in a non-equilibrium geometry.

CARTESIAN COORDINATES (ANGSTROEM)
C -1.0453 1.7554 -0.3346
C 1.3517 -2.0450 0.5047
C 0.9154 0.4319 -0.1872
C 0.3887 -0.7697 0.5504
N -0.8070 2.9230 -0.8831
N -0.9524 -1.1003 0.1102
O -2.0502 1.2331 0.0576
H 1.4479 -2.5067 -0.5453
H 2.2956 -1.6506 0.8346
H 1.1230 -2.8551 1.1870
H 1.0915 0.4337 -1.1844
H 1.3820 1.2277 0.3301
H 0.1574 -0.5099 1.5659
H -0.0013 3.2284 -1.3190
H -1.4985 3.6756 -0.5240
H -1.6580 -0.1941 0.0999
H -1.1799 -1.9442 0.6708
H -0.9607 -1.3332 -0.9335

The HOMO energy is -0.4740 Eh. The total charge is +1. The value obtained for the LUMO energy is -3.750 eV. Its relative energy (zero: lowest compared OMol25 entry of this formula, charge and spin) is 86.29 kcal per mole.

Here are the Löwdin charges for atoms 1 to 4, given in e:
1. C -0.3146
2. C -0.0169
3. C 0.0983
4. C -0.4213



[2]
Density functional theory data (ωB97M-V with the def2-TZVPD basis set) for 2 unconnected molecules or ions with the total composition C4H11N2O in a non-equilibrium geometry.

CARTESIAN COORDINATES (ANGSTROEM)
C -2.1662 -0.0619 -1.2692
C -0.0242 1.0631 -1.7807
N -0.7908 0.3721 -1.0092
H -2.7900 0.4176 -0.5185
H -2.2619 -1.1366 -1.1772
H -2.4981 0.2648 -2.2385
H -0.2718 1.3153 -2.8152
H 0.9525 1.3588 -1.4160
H -0.3345 0.2435 -0.0172
C 1.1219 0.7139 2.1158
N 1.1679 0.0034 0.8889
C 0.9431 -1.4444 0.9194
O 0.5664 0.3520 3.1496
H 1.7317 1.6404 2.0314
H 2.0891 0.1961 0.4223
H 1.7105 -1.9933 1.4750
H 0.9117 -1.7639 -0.1305
H -0.0574 -1.5409 1.3700

The HOMO energy is -0.5160 Eh. The total charge is +1. The value obtained for the LUMO energy is -4.943 eV. Its relative energy (zero: lowest compared OMol25 entry of this formula, charge and spin) is 56.28 kcal per mole.

Here are the Löwdin charges for atoms 1 to 4, given in e:
1. C 0.0054
2. C 0.1675
3. N -0.0162
4. H 0.1121



[3]
Density functional theory data (ωB97M-V with the def2-TZVPD basis set) for 2 unconnected molecules or ions with the total composition C4H11N2O in a non-equilibrium geometry.

CARTESIAN COORDINATES (ANGSTROEM)
C -0.0470 -0.3996 0.3551
C 0.7974 1.9141 -1.5246
C -0.8661 -1.5054 0.0341
C -0.0595 1.9955 -0.2701
N 0.9971 -0.5811 1.0861
N -0.4664 -2.5493 0.9711
O 0.4242 2.5339 0.8548
H 0.0585 2.2447 -2.2956
H 1.7221 2.5581 -1.3461
H 1.0215 0.8357 -1.6849
H -1.9546 -1.2084 -0.0753
H -0.6273 -1.9526 -0.8788
H -1.0762 1.9618 -0.2621
H 1.6504 0.1043 1.1414
H -0.8087 -2.4342 1.9224
H 1.0206 -1.5589 1.3925
H -0.8811 -3.3790 0.5777
H -0.1513 2.8096 1.5452

The HOMO energy is -0.4790 Eh. The total charge is +1. The value obtained for the LUMO energy is -3.940 eV. Its relative energy (zero: lowest compared OMol25 entry of this formula, charge and spin) is 110.41 kcal per mole.

Here are the Löwdin charges for atoms 1 to 4, given in e:
1. C -0.0908
2. C -0.0156
3. C -0.2545
4. C -0.1182



[4]
Density functional theory data (ωB97M-V with the def2-TZVPD basis set) for a gas-phase ion, C4H11N2O (charge +1) in a non-equilibrium geometry.

CARTESIAN COORDINATES (ANGSTROEM)
N 0.5812 -1.3397 -0.1528
C 0.1732 -0.1870 0.6104
C -1.2100 0.2567 0.5489
C -2.0968 -0.4892 -0.3589
O -1.6608 -0.4408 -1.7414
C 1.1166 1.0286 0.1003
N 2.4918 0.9503 0.3623
H -1.5067 0.4876 -1.9253
H 0.6345 -2.2190 0.3312
H 0.2624 -1.3559 -1.1061
H 0.4822 -0.3475 1.6498
H -3.1372 -0.1534 -0.3744
H -1.6286 0.7663 1.4043
H -2.0564 -1.5471 -0.0699
H 0.7845 2.0043 0.4612
H 0.9268 1.0903 -0.9755
H 2.9579 0.1139 0.0555
H 2.8855 1.3816 1.1805

The HOMO energy is -0.4949 Eh. The total charge is +1. The value obtained for the LUMO energy is -7.249 eV. Its relative energy (zero: lowest compared OMol25 entry of this formula, charge and spin) is 110.04 kcal per mole.

Here are the Löwdin charges for atoms 1 to 4, given in e:
1. N 0.0765
2. C -0.3276
3. C 0.1910
4. C -0.1748



[5]
Density functional theory data (ωB97M-V with the def2-TZVPD basis set) for 2 unconnected molecules or ions with the total composition C4H11N2O in a non-equilibrium geometry.

CARTESIAN COORDINATES (ANGSTROEM)
C 0.4792 0.5670 1.6260
C -0.9939 -0.7643 -2.1190
C -0.7348 0.2982 -0.0697
C -0.0447 -0.6698 -0.9375
N 0.0098 1.3655 2.5339
N 1.6177 -0.0041 1.4619
O 1.2271 -0.3414 -1.2989
H -1.6085 0.1414 -2.1206
H -0.4586 -0.8544 -3.0098
H -1.7122 -1.6593 -2.0726
H -1.6110 -0.2834 0.2297
H -0.9496 1.3422 -0.3073
H -0.1291 -1.5335 -0.3562
H -0.9746 1.5065 2.6072
H 0.4519 1.3042 3.4816
H 1.6691 -0.4529 0.5151
H 2.4959 0.1770 1.9961
H 1.2664 -0.1388 -2.1601

The HOMO energy is -0.5409 Eh. The total charge is +1. The value obtained for the LUMO energy is -3.067 eV. Its relative energy (zero: lowest compared OMol25 entry of this formula, charge and spin) is 77.33 kcal per mole.

Here are the Löwdin charges for atoms 1 to 4, given in e:
1. C -0.2270
2. C -0.0057
3. C 0.0770
4. C -0.5268



[6]
Density functional theory data (ωB97M-V with the def2-TZVPD basis set) for 2 unconnected molecules or ions with the total composition C4H11N2O in a non-equilibrium geometry.

CARTESIAN COORDINATES (ANGSTROEM)
C -0.1798 -0.7529 0.1699
C -1.7310 -1.0243 -0.1543
C -0.1826 1.5037 -0.5324
C 3.4355 0.3705 0.8444
N 0.3734 0.5098 -0.0276
N -2.6132 -0.0081 0.3883
O 3.2432 -0.4270 -0.1983
H -0.0503 -0.9357 1.3434
H 0.3324 -1.3834 -0.6023
H -1.8658 -0.7697 -1.2500
H -1.9086 -2.0265 -0.1074
H 0.3159 2.4550 -0.6961
H -1.1971 1.6711 -0.8370
H 3.3629 0.0080 1.8668
H 3.6407 1.4498 0.8507
H -2.9061 -0.1706 1.3495
H -3.4431 0.3788 -0.0662
H 3.4342 -0.0122 -1.0466

The HOMO energy (alpha / beta) is -0.4292 / -0.4292 Eh. The total charge is +1. The value obtained for the LUMO energy (alpha / beta) is -6.980 / -6.979 eV. Its relative energy (zero: lowest compared OMol25 entry of this formula, charge and spin) is 142.62 kcal per mole.

Here are the Löwdin charges for atoms 1 to 4, given in e:
1. C -0.2485
2. C -0.2476
3. C -0.0328
4. C 0.2700